Entry 1:
Here is a structure of composition C15H19Br6Cl3O12 at a distorted geometry from the Open Molecules 2025 dataset. Energies are from the ωB97M-V functional and the def2-TZVPD basis.

Results
Total charge   0
E_HOMO   -0.37527 Ha
Lowest unoccupied orbital energy   -0.71 eV
Gap between HOMO and LUMO   9.50 eV

Each line ends with the Mulliken charge.
CARTESIAN COORDINATES (ANGSTROEM)
C -0.40160 -19.49589 -6.36208  -0.42
Br -0.13471 -21.05725 -7.43115  0.00
Br -0.44608 -19.91539 -4.46594  -0.02
Br -2.00526 -18.57065 -6.89151  -0.01
H 0.44733 -18.83366 -6.43511  0.51
C -3.22352 -22.88212 -6.72666  0.19
Br -3.01833 -24.18248 -8.12238  0.00
Br -2.27639 -23.41223 -5.12678  -0.01
Br -5.07593 -22.54624 -6.31015  -0.03
H -2.77985 -21.95300 -7.04529  -0.22
C -1.17941 -22.31929 -11.00322  0.95
Cl -2.53969 -22.48864 -12.13433  -0.14
Cl -0.03415 -21.10768 -11.57421  -0.14
Cl -0.36065 -23.86332 -10.79668  -0.12
H -1.61301 -21.98253 -10.06943  -0.67
C -0.15267 -22.78227 -2.26503  -0.09
C 1.03421 -23.26378 -1.44944  -0.43
O 0.77875 -24.65680 -1.35254  -0.33
C -0.55989 -24.85769 -1.49280  0.63
O -1.11845 -25.89026 -1.33945  -0.50
O -1.16953 -23.67939 -1.80796  -0.32
H 0.06160 -22.90578 -3.32620  0.18
H -0.44471 -21.77167 -1.99661  0.21
H 1.09459 -22.80620 -0.45831  0.26
H 1.98428 -23.03201 -1.93246  0.31
C -5.44923 -26.83351 -7.63627  -0.15
C -6.04398 -26.03222 -6.47963  -0.17
O -4.90053 -25.79822 -5.64958  -0.29
C -3.99597 -26.78719 -5.89185  0.61
O -3.01801 -26.98563 -5.25907  -0.49
O -4.37300 -27.51025 -6.98258  -0.36
H -5.12061 -26.24261 -8.48821  0.05
H -6.17368 -27.58447 -7.95069  0.35
H -6.77551 -26.63115 -5.93490  0.31
H -6.48672 -25.08098 -6.76046  0.12
C -3.90499 -17.75353 -9.68945  -0.43
C -2.60160 -18.21222 -10.33338  -0.30
O -2.48435 -19.57995 -9.90533  -0.05
C -3.67622 -20.00635 -9.46028  0.25
O -3.90791 -21.12931 -9.14057  0.12
O -4.56486 -18.99712 -9.39640  -0.37
H -4.54894 -17.15780 -10.33076  0.33
H -3.76655 -17.18782 -8.76661  0.18
H -1.71665 -17.65204 -10.05152  0.29
H -2.68486 -18.24282 -11.42160  0.32
C -6.87581 -21.72504 -9.82455  -0.09
C -6.17472 -23.08787 -9.93212  0.88
O -7.26836 -23.99773 -9.99760  -0.37
C -8.41824 -23.32210 -10.23603  0.56
O -9.48865 -23.81660 -10.33749  -0.52
O -8.17577 -21.98944 -10.35257  -0.40
H -6.38341 -20.94147 -10.39221  0.14
H -6.94699 -21.39550 -8.78641  0.20
H -5.60294 -23.25499 -9.02496  -0.60
H -5.52736 -23.16411 -10.80310  0.09


Entry 2:
Here is a structure of composition C22H20NO3PPdTe from the Open Molecules 2025 dataset. Energies are from the ωB97M-V functional and the def2-TZVPD basis.

Results
ΔE to the lowest compared entry with this formula, charge and spin   0.00 kcal per mole
Total charge   0
E_HOMO   -0.31911 Ha
Lowest unoccupied orbital energy   -0.30 eV
Gap between HOMO and LUMO   8.39 eV

Each line ends with the Mulliken charge.
CARTESIAN COORDINATES (ANGSTROEM)
Pd 0.03182 0.17453 0.54175  -0.23
O -1.24518 -1.65050 -2.77083  -0.62
C -0.63391 -1.02855 -1.94127  0.74
O -1.12690 -0.17201 -1.10504  -0.76
C 1.55099 -0.07947 -1.83256  -0.17
P 2.26033 0.18521 0.89807  0.88
C 3.73710 1.22113 1.10494  0.42
C 3.74871 2.50406 0.56029  -0.42
C 4.87876 3.29495 0.67800  -0.58
C 5.99957 2.81698 1.34654  -0.40
C 5.98414 1.54757 1.90238  -0.61
C 4.85260 0.75118 1.78871  -0.41
C 2.85426 -1.51820 1.07484  0.28
C 2.32121 -2.33318 2.06685  -0.30
C 2.69520 -3.66655 2.15438  -0.72
C 3.58979 -4.19350 1.23595  -0.38
C 4.12798 -3.38515 0.24210  -0.88
C 3.76962 -2.05014 0.16706  0.13
H 1.12914 0.63512 -2.54359  0.40
H 2.53671 -0.38939 -2.18563  0.26
H 2.87806 2.86340 0.02789  0.39
H 4.88739 4.28576 0.24319  0.38
H 6.88348 3.43523 1.43297  0.38
H 6.85368 1.17047 2.42448  0.39
H 4.85075 -0.24034 2.22390  0.37
H 1.60828 -1.92150 2.77262  0.39
H 2.27921 -4.29505 2.93083  0.41
H 3.86523 -5.23854 1.28871  0.39
H 4.82420 -3.79830 -0.47550  0.38
H 4.20231 -1.41955 -0.60062  0.42
O 0.75207 -1.25270 -1.82771  -0.39
N 1.65999 0.59050 -0.56321  -0.50
C -3.55250 0.16228 1.76530  -1.04
Te -1.75165 -0.94799 2.04587  0.30
C -1.74525 -0.00836 3.96682  -1.09
C -3.19166 0.31515 4.23939  0.62
C -3.65723 0.54580 5.52857  -0.72
C -4.98826 0.86197 5.74808  -0.52
C -5.86485 0.94904 4.67589  -0.54
C -5.40703 0.72024 3.38795  -0.73
C -4.07221 0.40499 3.16015  0.58
H -4.24264 -0.42213 1.16190  0.54
H -3.31474 1.08176 1.23320  0.38
H -1.13853 0.89424 3.90204  0.40
H -1.31091 -0.67224 4.71101  0.53
H -2.97367 0.47079 6.36572  0.41
H -5.34335 1.03321 6.75571  0.39
H -6.90697 1.18623 4.84380  0.38
H -6.09163 0.77869 2.55061  0.43


Entry 3:
Here is the ion C5H7N2 with charge +1 at a distorted geometry from the Open Molecules 2025 dataset. Energies are from the ωB97M-V functional and the def2-TZVPD basis.

Results
ΔE to the lowest compared entry with this formula, charge and spin   127.17 kcal per mole
Total charge   +1
E_HOMO   -0.52305 Ha
Lowest unoccupied orbital energy   -6.00 eV
SMILES   [H]/N=C/C/C=C\C#[NH+]
Gap between HOMO and LUMO   8.23 eV

Each line ends with the Mulliken charge.
CARTESIAN COORDINATES (ANGSTROEM)
H -0.30711 2.72191 -0.32927  0.26
N -0.23829 1.78434 -0.62184  -0.60
C -1.01673 1.09923 0.04207  0.10
C -1.06459 -0.39576 0.32448  -0.92
C -0.42753 -1.40110 -0.45225  0.11
C 0.88074 -1.48141 -0.34573  -0.47
C 1.72071 -0.41491 0.05585  0.43
N 1.79237 0.81406 0.07049  -0.17
H -1.66712 1.46495 0.87252  0.32
H -2.08917 -0.66043 0.58465  0.48
H -0.65975 -0.40478 1.34892  0.40
H -0.72018 -2.26245 -1.04464  0.36
H 1.31013 -2.33546 -0.77840  0.41
H 2.48653 1.47181 0.27315  0.28


Entry 4:
Here is a structure of composition C58H49Cl5GeN6PPd at a distorted geometry from the Open Molecules 2025 dataset. Energies are from the ωB97M-V functional and the def2-TZVPD basis.

Results
ΔE to the lowest compared entry with this formula, charge and spin   0.00 kcal per mole
Total charge   +1
E_HOMO   -0.37384 Ha
Lowest unoccupied orbital energy   -3.92 eV
Gap between HOMO and LUMO   6.26 eV

Each line ends with the Mulliken charge.
CARTESIAN COORDINATES (ANGSTROEM)
Pd -0.40025 -1.33154 -1.63395  0.59
C -2.23916 3.91826 1.38453  -1.20
N -1.16152 2.94906 1.38081  0.48
C -0.62374 2.36367 0.27600  -0.87
N 0.40673 1.60627 0.59652  0.74
C 0.55608 1.71164 1.95098  -0.42
C -0.41673 2.54405 2.46621  0.73
C -0.65412 2.96772 3.85098  0.39
C 0.43479 3.30073 4.66028  -0.50
C 0.23644 3.70742 5.96898  -0.78
C -1.04813 3.79071 6.48688  -0.51
C -2.13387 3.44490 5.69704  -0.71
C -1.94029 3.03216 4.38781  -0.24
C 1.70910 1.09094 2.63033  -0.13
C 2.98937 1.50879 2.27021  -0.06
C 4.10619 0.94837 2.87084  -0.85
C 3.95023 -0.03639 3.83724  -0.51
C 2.67856 -0.44914 4.20651  -0.88
C 1.55915 0.11058 3.60636  -0.12
P -1.27722 2.47165 -1.45257  -1.05
C 0.20698 1.72734 -2.21757  -0.54
N 0.48314 0.49223 -2.56881  1.19
C 1.82717 0.43950 -2.87030  -0.29
C 2.36687 1.69397 -2.66200  0.49
N 1.31970 2.49993 -2.29649  0.32
C 1.42423 3.90961 -1.97476  -0.83
C 3.76998 2.13648 -2.58263  -0.72
C 4.62732 1.45699 -1.71355  0.13
C 5.94354 1.86070 -1.57216  -1.03
C 6.42241 2.94624 -2.29401  -0.45
C 5.58326 3.61223 -3.17346  -0.98
C 4.26348 3.20985 -3.31925  0.08
C 2.48034 -0.74920 -3.45310  0.88
C 3.72077 -0.65087 -4.09280  -0.73
C 4.32416 -1.76806 -4.64526  -0.88
C 3.68364 -2.99862 -4.61695  -0.86
C 2.42871 -3.10075 -4.03726  -0.61
C 1.84859 -1.99211 -3.44557  0.39
C -2.42880 1.07694 -1.12007  -0.50
N -2.09444 -0.14244 -0.74122  1.22
C -3.07322 -0.58022 0.12258  -1.24
C -4.03777 0.40196 0.23338  0.91
N -3.62391 1.43232 -0.56796  0.43
C -4.41319 2.61399 -0.87162  -1.03
C -5.08168 0.54104 1.26409  -0.30
C -4.67483 0.40248 2.59477  -0.42
C -5.58756 0.54297 3.62619  -0.98
C -6.91954 0.81476 3.34373  -0.46
C -7.33075 0.94368 2.02614  -0.82
C -6.41772 0.81451 0.98924  -0.07
C -3.08263 -1.88370 0.80326  0.49
C -4.26721 -2.60928 0.91718  -0.52
C -4.28135 -3.82959 1.57301  -1.03
C -3.12021 -4.32267 2.14884  -0.62
C -1.94156 -3.59658 2.05643  -0.71
C -1.92042 -2.38273 1.38757  -0.12
H -2.31369 4.36686 0.39474  0.40
H -3.19311 3.45276 1.63844  0.14
H -2.02910 4.69738 2.11428  0.52
H 1.43503 3.24700 4.25233  0.47
H 1.08790 3.96558 6.58485  0.43
H -1.20233 4.12000 7.50586  0.41
H -3.13576 3.49384 6.10350  0.44
H -2.79500 2.73257 3.79326  0.16
H 3.09833 2.28582 1.52313  0.49
H 5.09616 1.28839 2.59358  0.46
H 4.81903 -0.47862 4.30785  0.44
H 2.56067 -1.20719 4.97035  0.46
H 0.56363 -0.21015 3.89303  0.59
H 2.06206 4.05345 -1.10208  0.28
H 1.84381 4.46274 -2.81102  0.47
H 0.43548 4.30975 -1.76458  0.29
H 4.25393 0.60407 -1.16002  0.78
H 6.60310 1.32290 -0.90282  0.47
H 7.45268 3.25865 -2.18741  0.43
H 5.95797 4.44211 -3.75793  0.43
H 3.62707 3.71110 -4.03801  0.56
H 4.20905 0.30834 -4.16071  0.56
H 5.28910 -1.67201 -5.12555  0.47
H 4.16141 -3.87156 -5.04213  0.43
H 1.89288 -4.04032 -4.07963  0.71
H 0.87293 -2.06292 -2.95185  0.15
H -5.27117 2.34586 -1.48683  0.33
H -4.77634 3.06838 0.04899  0.41
H -3.80510 3.32858 -1.41947  0.38
H -3.63619 0.18220 2.81261  0.73
H -5.25789 0.43902 4.65209  0.47
H -7.63631 0.91258 4.14803  0.43
H -8.37161 1.14131 1.80620  0.44
H -6.75491 0.90093 -0.03650  0.46
H -5.17053 -2.21628 0.46816  0.53
H -5.19621 -4.40467 1.62803  0.45
H -3.13336 -5.26616 2.67858  0.45
H -1.03672 -3.97662 2.51295  0.43
H -1.01457 -1.79431 1.34969  0.42
C 4.19114 -2.95592 -0.33877  -1.17
Ge 2.32144 -3.53386 -0.03922  0.90
C 2.15901 -4.00173 1.88559  -1.35
C 1.93492 -5.13104 -1.11874  -1.14
C 1.22584 -1.97866 -0.37876  -0.76
H 4.86162 -3.77807 -0.08880  0.46
H 4.41210 -2.11095 0.31454  0.38
H 4.35928 -2.66297 -1.37557  0.22
H 3.15539 -4.15611 2.29731  0.44
H 1.58912 -4.92200 2.00587  0.39
H 1.67481 -3.20764 2.45171  0.28
H 2.20704 -6.02262 -0.55366  0.47
H 2.52687 -5.11535 -2.03094  0.31
H 0.88469 -5.20504 -1.38723  0.29
H 1.56606 -1.05314 0.10648  0.10
Cl -1.40518 0.49631 -4.93461  -0.19
C -1.56251 -1.20739 -4.73460  0.65
C -1.45890 -1.79169 -3.48324  -1.46
C -1.65909 -3.15416 -3.38720  1.23
Cl -1.46203 -3.79949 -1.78925  -0.11
C -1.95898 -3.96133 -4.47062  -0.12
Cl -2.22157 -5.64458 -4.27075  -0.19
C -2.02235 -3.36725 -5.72948  0.50
Cl -2.33220 -4.33013 -7.11616  -0.18
C -1.82906 -1.99172 -5.86309  0.02
Cl -1.90897 -1.26756 -7.41643  -0.18


Entry 5:
Here is the molecule C2H2N2O3 at a distorted geometry from the Open Molecules 2025 dataset. Energies are from the ωB97M-V functional and the def2-TZVPD basis.

Results
ΔE to the lowest compared entry with this formula, charge and spin   139.48 kcal per mole
Total charge   0
E_HOMO   -0.37807 Ha
Lowest unoccupied orbital energy   -0.43 eV
SMILES   O=c1cnon1O
Gap between HOMO and LUMO   9.85 eV

Each line ends with the Mulliken charge.
CARTESIAN COORDINATES (ANGSTROEM)
O -0.23181 -1.77589 0.95650  -0.43
C -0.19853 -0.64626 0.61792  0.45
C -0.38067 0.76449 1.17615  -0.04
N 0.28164 1.67088 0.56111  -0.21
O 0.61731 1.13085 -0.77690  -0.12
N -0.25006 -0.10941 -0.75945  0.09
O 0.61043 -0.78952 -1.58164  -0.43
H -0.62050 0.71638 2.30004  0.31
H 0.17220 -0.96152 -2.49374  0.37


Entry 6:
Here is a cluster of 2 separate species, C5H9NO in total at a distorted geometry from the Open Molecules 2025 dataset. Energies are from the ωB97M-V functional and the def2-TZVPD basis.

Results
ΔE to the lowest compared entry with this formula, charge and spin   56.60 kcal per mole
Total charge   0
E_HOMO   -0.29802 Ha
Lowest unoccupied orbital energy   0.68 eV
SMILES   Cc1ccc[nH]1.O
Gap between HOMO and LUMO   8.79 eV

Each line ends with the Mulliken charge.
CARTESIAN COORDINATES (ANGSTROEM)
C 1.45396 1.49375 -0.75736  -1.25
C 0.53970 0.86541 0.22291  0.43
C 0.84304 0.56112 1.45284  -0.25
C -0.28255 -0.19214 1.97085  -0.64
C -1.38134 0.18064 1.15674  -0.37
N -0.83808 0.83535 0.05538  -0.10
H 1.64095 2.43643 -0.37563  0.31
H 2.34235 1.16807 -1.26280  0.34
H 0.83607 1.67956 -1.66597  0.27
H 1.86687 0.60796 1.85026  0.35
H -0.21657 -0.35709 3.10624  0.29
H -2.43587 -0.00059 1.22315  0.40
H -1.17847 1.17566 -0.84302  0.22
O -1.42621 -3.60353 -1.92076  -0.63
H -0.71848 -4.09344 -2.36620  0.32
H -1.04538 -2.75715 -1.84663  0.30